Record 1
Density functional theory data (the ωB97M-V functional and the def2-TZVPD basis) for a cluster of 2 separate species, C4H5Cl2N2 in total.

For the HOMO-LUMO gap (alpha / beta), the calculation gives 8.131 / 8.132 eV. Its total energy is -1184.92631 a.u. Its HOMO energy (alpha / beta) is -13.26 / -13.26 eV. The net charge is +1. Its largest force on an atom is 4.1 eV/Å. The relative energy (zero: lowest compared OMol25 entry of this formula, charge and spin) comes out at 3.2285 eV.

XYZ file:
```
13
Properties=species:S:1:pos:R:3:forces:R:3:nbo_charge:R:1
C 0.747741 -0.707500 -1.697399 -0.22 1.33 0.60 0.3285
N 0.927963 -0.592904 -0.341366 -2.79 -0.28 -3.01 -0.5238
H 1.795218 -0.584938 0.074756 2.24 -0.51 1.05 0.4373
H -0.835086 0.169893 -2.858622 0.69 -1.49 1.11 0.4727
C -0.244819 -0.215487 0.255021 -1.79 1.44 1.00 0.0393
H -1.156341 0.209246 2.929353 0.89 -0.69 0.07 0.2616
H -2.258001 0.359905 -0.629656 1.89 -0.71 -0.83 0.2765
H 0.863569 0.042573 2.505626 -1.44 -0.37 1.06 0.2506
C -1.188364 -0.010140 -0.779453 0.79 0.22 2.67 -0.1532
Cl 0.051554 2.213780 2.690351 -0.26 -1.05 0.00 0.1301
C -0.138108 0.502063 2.651118 0.85 1.28 -3.15 -0.1871
N -0.512153 -0.281445 -1.957596 -0.19 0.59 -1.14 -0.4888
Cl 1.946828 -1.105045 -2.842135 -0.66 0.23 0.58 0.1562
```
Forces are in eV/Å.



Record 2
Density functional theory data (the ωB97M-V functional and the def2-TZVPD basis) for a cluster of 3 separate species, C31H66B2F2N2O9PS in total.

For the HOMO-LUMO gap, the calculation gives 9.884 eV. Its total energy is -2996.31703 a.u. Its HOMO energy is -12.33 eV. The net charge is +1. Its largest force on an atom is 2.7 eV/Å.

XYZ file:
```
114
Properties=species:S:1:pos:R:3:forces:R:3:mulliken_charge:R:1
C -5.432993 -1.611102 5.741096 -0.42 0.15 0.10 -0.2086
C -3.877138 -3.141190 4.888139 -0.07 -0.02 0.11 0.7546
H 2.500455 0.192983 6.006115 0.16 -0.12 0.39 0.3486
H -7.306017 -2.021456 6.716631 0.01 0.03 -0.01 0.3641
H 4.532587 2.144364 5.009527 0.08 0.07 0.19 0.4917
C -4.758229 -2.975512 -4.655994 -0.07 -0.04 -0.03 0.7226
C 1.180013 -0.076874 0.682501 -0.49 -1.30 0.12 1.9514
H 0.167684 3.352331 2.126324 -0.08 -0.12 0.24 0.1527
H 3.465407 0.434755 1.975811 -0.32 -0.07 0.20 -0.3019
H 4.297012 -0.355004 -4.716963 0.21 0.01 0.00 0.4268
C -0.907203 3.054886 -2.902497 0.48 -0.35 -0.61 -0.9173
C 2.723584 2.548309 0.305860 1.26 -1.10 0.17 -0.2789
H 5.560851 2.368822 2.875787 0.15 0.45 -0.28 0.4656
O -4.968868 -1.686449 -4.929867 0.02 -0.08 0.12 -0.3837
B -0.357184 2.912804 0.241064 0.00 0.05 0.65 0.8480
H 4.861596 -1.616443 -1.303306 0.19 0.16 -0.05 0.2611
H 4.514470 0.555662 4.194089 0.30 -0.18 0.50 0.3323
C 4.281614 1.101715 1.735472 0.15 0.32 -0.45 -0.4826
C -0.079538 1.913269 -2.289570 -0.06 0.32 -0.74 -0.4711
H -0.417780 4.850377 -0.137654 -0.45 -0.21 -0.10 0.3345
H -3.156593 3.503911 -1.194187 0.15 0.16 0.32 0.3685
C 4.037152 1.706526 0.348942 -0.33 -0.09 0.65 -0.6022
C 1.850375 2.433959 -0.940094 -1.41 1.16 1.79 -0.1058
H 0.373489 -0.208072 -1.246154 0.09 0.00 -0.29 0.6065
H 4.707219 1.101762 -2.790348 -0.58 -0.34 -0.12 0.0714
O 2.841489 -1.660444 -0.860393 0.37 -0.11 0.22 -0.1282
H 1.712610 -1.698504 -4.345851 0.01 -0.28 0.01 0.6107
H -5.362394 -0.603944 6.148099 0.21 -0.03 0.02 0.3058
O -3.685804 -3.490443 -4.452495 -0.07 0.06 0.00 -0.5659
H 3.857179 -2.684329 -2.322820 0.09 -0.01 -0.23 0.3028
H 0.152519 2.088653 5.580246 -0.02 0.26 -0.05 0.3527
N 2.360140 1.676815 -2.090976 0.14 -0.90 -1.94 0.3928
H 3.026305 3.573928 0.452513 -0.19 0.43 -0.34 0.8757
H -1.265533 2.637550 2.025107 0.10 0.02 0.20 0.2259
C 4.029944 -2.313134 -1.317541 -0.40 0.13 -0.08 -1.1113
H -0.676508 1.042819 -2.540413 -0.31 -0.26 0.74 0.9560
H -5.422884 -5.502987 -5.275931 0.09 0.02 0.04 0.2924
C -0.037046 0.073201 4.808396 0.33 0.50 0.01 -0.5714
H 3.104285 0.429192 -5.734300 -0.01 0.05 -0.32 0.3810
C 1.216974 1.660794 -3.128993 0.29 0.96 0.41 -1.3502
H 2.244853 0.629355 3.691713 0.00 -0.08 -0.41 -0.4136
H 2.174320 2.270143 1.196667 -0.52 -0.09 -0.04 -0.4285
H -2.873055 3.512690 -3.517308 -0.11 0.09 -0.18 0.4402
H -0.451416 0.599220 3.954770 -0.17 -0.15 -0.30 -0.0394
C 3.324740 -0.478513 -5.181141 -0.35 -0.06 0.53 -1.5964
H 2.094060 2.343835 3.918688 0.04 0.30 -0.01 0.1393
H 2.199460 0.097316 0.370949 0.12 0.36 0.22 -1.2630
H -4.115967 0.147395 -4.885904 -0.21 -0.07 0.03 0.2380
H 4.283760 -3.162817 -0.697829 0.05 -0.16 0.23 0.5449
H -3.118809 -1.110243 -4.177650 -0.06 -0.14 0.03 0.2590
H 0.292135 0.838615 6.783627 -0.11 0.10 0.20 0.3659
S 4.707567 3.821906 -2.350658 -0.43 -0.26 -0.18 -0.2999
C -3.786990 -0.880363 -5.007759 0.24 0.29 -0.19 0.0873
C -3.094455 -1.045396 -6.344964 0.01 -0.27 -0.04 -1.2121
H 0.732531 -0.598376 4.436027 0.04 -0.24 -0.02 0.1532
H -0.735281 4.028900 -2.471621 -0.08 0.11 0.34 0.3125
H -2.531996 -4.521121 3.178105 -0.11 -0.01 0.03 0.3003
O -4.695280 -3.667638 4.178748 0.11 0.06 0.02 -0.5540
H 0.234124 -1.952860 0.114528 -0.13 -0.02 -0.10 0.4809
H 1.405179 2.564538 -3.708004 -0.13 0.12 -0.20 1.2745
H -3.790333 -0.851463 -7.161188 0.03 0.12 0.02 0.3695
H 2.483054 1.953018 6.352404 0.02 -0.10 0.48 0.3765
C 2.094658 1.158895 5.721910 -0.01 0.49 -1.13 -0.9060
H -2.720515 -2.061989 -6.469577 0.03 0.00 0.06 0.3289
B 1.187739 0.386385 -4.088810 0.20 -0.44 0.17 0.2671
H -2.254510 -0.352850 -6.426975 -0.06 0.08 -0.02 0.3430
C 0.381105 1.928888 -0.791943 -0.06 -0.80 -1.14 1.1111
O -1.005568 4.075703 -0.121728 0.68 0.30 -0.20 -0.5019
P 3.862543 2.212505 -2.966894 2.05 1.56 0.79 0.3649
C -2.374124 2.710157 -2.979322 -0.27 0.83 0.26 0.0617
C 0.236483 0.438603 -0.379405 0.51 0.65 0.50 -2.0374
H -2.597534 1.814392 -1.006612 0.18 -0.04 0.14 0.1529
H -5.831272 -1.530911 4.730052 0.09 -0.14 -0.05 0.3090
H -2.698366 -5.539759 4.634658 -0.09 0.01 -0.07 0.3117
C 2.240639 -0.784815 -4.094438 0.11 0.56 0.17 1.1665
C 0.576456 1.108254 5.769848 -0.09 -0.65 0.46 -0.6837
O -2.592883 -3.499264 4.994713 -0.02 0.06 -0.05 -0.3103
H -5.878991 -2.572057 7.614368 -0.03 0.11 0.02 0.2966
C -6.316802 -2.468212 6.621002 0.12 -0.24 0.01 -1.1084
H 2.516163 0.688685 -1.839281 -0.02 0.09 0.51 -0.1449
H 4.006331 0.856230 -0.330765 0.09 0.00 -0.38 -0.3305
H -1.157260 -4.740380 4.277740 -0.01 0.11 0.11 0.2135
C 4.110349 1.563890 4.198092 -0.60 0.20 -1.19 -1.3645
H 0.792569 -1.940626 1.755781 0.06 -0.13 0.23 0.3370
N -0.305754 2.562671 1.681575 -0.12 0.02 -0.51 -0.6690
C -5.866006 -5.005177 -4.414989 -0.09 -0.22 0.03 -0.6313
H 0.976589 0.311749 1.669517 0.09 0.56 0.05 -0.0195
C 2.595303 1.454120 4.301706 -0.14 -0.32 0.69 0.8435
C 2.325411 -2.287907 0.313193 -0.49 -0.62 0.05 -0.8961
O 0.148207 0.378222 -4.961516 -0.63 -0.01 0.62 -0.6637
O -5.936792 -3.594368 -4.642867 0.10 0.06 0.02 -0.3481
O -4.084860 -2.108395 5.704234 0.11 0.02 -0.12 -0.3243
H 3.045166 -2.313049 1.132203 0.39 0.33 -0.06 0.5274
H -6.886826 -5.352540 -4.287325 -0.05 0.15 -0.04 0.2263
H -0.805495 -0.527009 5.275443 -0.25 -0.06 0.07 0.4441
H 2.736610 -0.945920 -3.137697 -0.12 -0.14 0.06 -1.0665
H 3.569198 2.287205 -4.334302 -0.59 -0.54 0.18 0.1871
H 3.395417 -1.307503 -5.867669 0.05 -0.07 -0.32 0.3640
H -0.603147 3.146603 -3.944671 0.08 0.00 -0.19 0.3040
C -2.238274 -4.645193 4.218493 0.16 -0.14 -0.07 -0.6604
H -6.429616 -3.468837 6.205230 -0.04 0.04 -0.07 0.3108
F -2.513978 1.572481 -3.771776 0.03 -0.35 0.01 -0.1638
H 4.886619 2.338996 0.127062 0.13 0.04 -0.43 0.6851
C 1.048004 -1.615648 0.754194 0.03 0.39 -0.31 -1.4742
H 2.099972 -3.329485 0.078252 0.09 -0.18 -0.05 0.6254
F 1.644366 3.756725 -1.355866 0.42 -0.18 -0.76 -0.4777
H -5.295832 -5.228720 -3.516355 0.09 0.04 -0.04 0.2962
H 5.161413 0.466628 1.666645 0.21 -0.10 0.06 0.7525
C 4.499137 2.149890 2.823699 0.24 -0.85 0.72 -0.7248
H -0.798783 0.291635 -0.082863 -0.20 -0.11 0.12 0.5529
C -3.078642 2.534930 -1.664506 -0.39 -0.25 -0.16 -1.2349
H -0.328659 -0.467769 -4.947456 0.29 0.16 -0.68 0.2217
H -4.094453 2.188581 -1.823541 -0.15 -0.15 -0.14 0.5209
H 3.933051 3.053716 2.621968 0.00 0.27 0.03 0.3642
```
Forces are in eV/Å.



Record 3
Density functional theory data (the ωB97M-V functional and the def2-TZVPD basis) for a structure of composition C14H16F4N2O5V.

Its spin multiplicity is 4. For the HOMO-LUMO gap (alpha / beta), the calculation gives 6.681 / 7.536 eV. Its total energy is -2372.28242 a.u. Its expectation value of S² is 3.76. Its HOMO energy (alpha / beta) is -6.66 / -7.58 eV. Its largest force on an atom is 0.8 eV/Å.

XYZ file:
```
42
Properties=species:S:1:pos:R:3:forces:R:3:nbo_charge:R:1
H 2.494640 -1.874659 -2.508780 0.00 -0.06 -0.02 0.1898
H 2.054927 1.712975 -2.644067 0.01 0.01 -0.02 0.2078
H 2.145555 -2.005133 -0.790383 -0.07 0.00 0.04 0.1961
H 4.172633 -0.212824 -1.624519 0.01 -0.02 -0.02 0.1853
O 1.371382 -0.403649 1.400000 0.25 -0.26 0.28 -0.6607
H 0.406316 -3.046806 2.015101 -0.01 -0.06 0.07 0.2269
O -1.808938 0.896502 3.285740 -0.04 0.04 0.01 -0.6222
V 0.290944 0.429827 -0.170150 0.18 0.74 -0.01 1.2966
C 3.390775 0.169311 -0.958092 -0.11 -0.01 -0.01 -0.4095
C -1.596025 -0.362436 -2.239546 0.65 -0.14 0.07 0.0862
C -3.068817 1.526689 -2.750970 0.00 0.02 0.05 0.3544
H 0.228117 -2.046414 -3.101215 0.04 0.07 -0.06 0.1940
N -0.462204 -0.731037 -1.595019 -0.37 -0.54 -0.36 -0.7585
C -0.083928 -2.115696 2.317307 0.14 0.03 0.04 -0.1709
H 2.737418 0.301976 -3.489282 0.01 0.00 -0.03 0.1839
F -4.336487 -1.417696 -4.359034 -0.05 0.03 -0.05 -0.3086
C 1.032804 -1.087504 2.353704 -0.21 -0.02 -0.17 0.8208
C 0.349698 -1.848961 -2.033682 -0.06 0.21 -0.01 -0.2272
O -0.932781 1.040533 1.228220 -0.52 -0.10 0.47 -0.8406
C 1.949952 0.640595 -2.805858 -0.05 -0.03 0.14 -0.4190
H 3.476048 -0.322912 0.008228 0.01 0.00 0.01 0.2084
F -2.209930 -2.463928 -3.173737 0.04 -0.04 0.00 -0.3146
O -1.055363 -1.832259 1.368183 -0.05 0.16 -0.11 -0.5056
O 1.676041 -1.038579 3.500279 0.07 -0.03 0.03 -0.6272
C -2.439194 -1.141856 -3.037649 -0.24 0.01 -0.05 0.2412
H 0.976013 0.448103 -3.248170 0.00 0.00 -0.02 0.2238
H -0.475568 -2.250398 3.328760 -0.06 0.05 0.02 0.2165
H 3.543798 1.239731 -0.823746 0.01 0.01 0.02 0.2081
H -2.563038 -1.387774 2.720931 -0.03 -0.01 0.03 0.1911
H -2.816244 -0.911533 1.020890 0.01 0.02 -0.02 0.2161
F -1.090695 1.806489 -1.469283 0.01 -0.13 0.01 -0.3308
C -2.095169 -0.956394 1.835461 0.01 -0.31 -0.05 -0.1773
N 2.051853 -0.059098 -1.513658 0.00 -0.15 -0.17 -0.4722
C -1.592543 0.446419 2.176124 0.40 0.32 -0.18 0.7356
C -3.554518 -0.594291 -3.643992 -0.01 -0.17 0.01 0.3650
F -3.314127 2.835465 -2.607962 -0.05 0.04 -0.04 -0.3035
C 1.830842 -1.515057 -1.713155 -0.01 0.14 0.05 -0.2245
C -1.964360 0.988150 -2.146709 -0.01 0.17 0.02 0.2734
H 2.371801 -0.366730 3.422181 0.06 0.01 0.08 0.5071
C -3.907399 0.734053 -3.515529 -0.03 0.04 -0.03 -0.3985
H -4.795818 1.130697 -3.982975 0.02 -0.01 0.00 0.2487
H 0.088787 -2.779693 -1.517945 0.01 -0.04 -0.02 0.1948
```
Forces are in eV/Å.



Record 4
Density functional theory data (the ωB97M-V functional and the def2-TZVPD basis) for an isolated molecule of C5H13O5P.

The SMILES is COC(OC)OP(OC)OC. For the HOMO-LUMO gap, the calculation gives 10.450 eV. Its total energy is -915.78943 a.u. Its HOMO energy is -9.59 eV. Its largest force on an atom is 4.5 eV/Å. The relative energy (zero: lowest compared OMol25 entry of this formula, charge and spin) comes out at 2.4557 eV.

XYZ file:
```
24
Properties=species:S:1:pos:R:3:forces:R:3:nbo_charge:R:1
H 1.932712 0.514617 -1.287951 0.68 0.02 0.04 0.2052
C 1.740020 1.506803 -1.683796 -3.62 -2.65 -0.38 -0.2385
H 0.358354 -1.964639 3.510978 1.50 -0.10 1.63 0.1974
H -0.954945 -1.152065 2.716489 0.38 -0.78 0.02 0.1760
H 2.540188 2.103247 -1.858194 2.45 1.76 -0.23 0.1864
H 1.154778 1.342252 -2.594579 0.66 -0.04 -0.43 0.1760
O -1.581752 1.477579 0.062775 0.10 0.16 -0.45 -0.8475
P 0.002876 1.512700 0.451917 -1.09 -3.21 -1.14 1.6740
O 0.784468 2.128843 -0.846517 -0.83 0.14 1.68 -0.8464
H 0.162675 -0.849337 -1.933334 -0.63 -1.72 -0.91 0.2093
H -0.431813 -2.628292 -2.707072 0.50 1.53 0.74 0.1893
C -0.271799 -2.040703 2.699910 -1.55 0.13 -3.25 -0.2554
O 0.193333 -2.519174 -0.729147 -0.51 0.26 1.71 -0.5480
O 0.550415 -1.978007 1.469470 -0.56 -1.04 1.40 -0.5255
C 0.235972 -1.981244 -2.043255 0.32 0.42 0.05 -0.2807
O 0.129505 -0.303449 0.000542 0.71 1.14 0.29 -0.9585
H -0.849236 -2.997391 2.675138 0.39 0.80 0.28 0.1841
H -2.984832 0.091583 -0.753343 1.02 0.30 0.08 0.1892
H -1.225010 -1.733970 0.621729 -1.47 -0.30 -0.27 0.1220
C -2.091400 0.681989 -1.081704 -1.31 1.45 1.09 -0.2663
H 1.264402 -2.110168 -2.386890 0.01 -0.26 -0.19 0.1799
H -1.273120 0.072420 -1.392204 -0.21 -0.26 -0.70 0.2110
C -0.200940 -1.694198 0.364597 2.49 2.62 -1.01 0.6761
H -2.501855 1.412763 -1.797295 0.58 -0.38 -0.03 0.1911
```
Forces are in eV/Å.



Record 5
Density functional theory data (the ωB97M-V functional and the def2-TZVPD basis) for a cluster of 2 separate species, C3H6N2O in total.

The SMILES is c1c[nH]cn1.O. For the HOMO-LUMO gap, the calculation gives 10.015 eV. Its total energy is -302.63109 a.u. Its HOMO energy is -9.27 eV. Its largest force on an atom is 2.5 eV/Å. The relative energy (zero: lowest compared OMol25 entry of this formula, charge and spin) comes out at 1.6873 eV.

XYZ file:
```
12
Properties=species:S:1:pos:R:3:forces:R:3:nbo_charge:R:1
N 0.900417 1.244261 0.330238 -0.53 -1.56 -1.87 -0.5491
H 1.980709 1.026123 2.122955 0.31 -0.50 0.00 0.1959
H -1.563140 -0.636396 0.992721 -0.19 -1.13 -0.16 0.2118
H -0.715799 0.665896 -1.108259 0.28 0.69 0.05 0.2049
C 1.215880 0.590553 1.497541 0.85 0.28 0.03 0.1884
N 0.435352 -0.401235 1.788798 -1.17 1.38 0.64 -0.4388
O -1.435333 -1.239421 -2.980916 0.00 0.01 0.41 -0.9293
H -0.858788 -0.687620 -2.438990 0.06 -0.13 -0.24 0.4610
C -0.162327 0.488525 -0.200677 -0.93 0.58 1.24 -0.1300
H -1.802992 -1.846296 -2.325453 -0.03 -0.03 -0.22 0.4688
H 1.578544 1.530818 -0.361925 0.40 0.55 0.60 0.4120
C -0.559128 -0.325635 0.812664 0.94 -0.13 -0.48 -0.0957
```
Forces are in eV/Å.